1.
# C19H38NO15P2S

A 5-piece molecular cluster, C19H38NO15P2S overall at a distorted geometry (wB97M-V/def2-TZVPD, the OMol25 dataset).

E_LUMO: 2.27 eV
Gap between HOMO and LUMO: 5.57 eV
HOMO level: -3.298 eV

The geometry in ORCA input format:
```
! RIJCOSX wB97M-V def2-TZVPD def2/J DEFGRID3
* xyz -1 1
H -4.75404 -1.57741 -5.04497
C -4.83654 -3.95632 -3.48485
H -5.48187 -3.41263 -2.78878
H 2.54696 3.71698 5.40768
H -3.59654 -0.05004 2.04013
H -5.25500 -0.60930 2.33573
C 4.58835 0.72277 -4.08479
C 5.59142 3.57434 -2.22954
H -0.59098 4.28018 3.97104
H -0.32662 -2.66600 1.35711
H -3.90654 -0.56961 4.43818
H 6.21343 1.52700 -2.05943
S -0.85705 0.70077 0.68773
H -3.24176 -3.56647 -4.88392
H -0.76040 0.16039 -2.18068
H 2.24885 0.57621 -2.05588
H 5.02950 3.56303 -1.29592
C 5.71514 2.17729 -2.78460
C 2.17332 -1.35810 -1.94505
H 1.63983 -3.38925 -1.85608
H 3.69837 -2.80286 -1.26305
C -0.48061 3.62594 4.83941
H 1.94667 4.33914 3.85012
O 3.77408 -0.07390 -4.40665
C -4.02100 -1.67028 -4.24141
H -3.39220 -1.04735 -0.49060
C -3.68835 -3.12018 -3.98858
C 3.53569 -1.72433 -1.28411
O -2.25630 -4.98929 -1.55172
C 2.04386 3.44975 4.47956
O -2.75403 -1.46927 0.09843
O 5.80868 0.87770 -4.66498
H -1.36322 3.01103 4.89182
O 2.79126 2.46304 3.75716
H 6.57643 4.00171 -2.04009
H -3.12337 -1.11775 -4.51639
H 1.27977 -3.59793 0.39896
H -4.90802 1.11742 2.09454
C 1.88333 1.68699 3.07851
O -4.15803 -4.98667 -2.76572
H 7.45893 2.00722 -4.08346
H 4.31420 -1.32523 -1.95948
H -4.41820 -1.20099 -3.34052
O -3.00030 2.65210 6.11790
O -1.43631 -0.49730 -1.97208
H -0.42686 4.23779 5.74109
H -0.61377 -3.55468 -0.48057
H -5.44295 -4.37956 -4.28424
C -2.97012 -4.46119 -2.33054
H -6.13938 1.53412 4.27025
H 0.36051 -2.42174 -2.55431
O 4.42899 1.60849 -3.06721
H 1.18226 -1.53747 0.55540
C 1.09212 -2.44382 -1.73544
O -4.92495 1.46079 5.93707
P 0.30246 -2.55685 0.02742
O 0.62448 1.96311 3.50333
H 0.79390 2.05156 5.54156
C 0.73078 2.74387 4.69459
C -3.71750 1.91552 5.51738
C 6.37502 2.08392 -4.13878
N 3.78468 -1.13530 0.01871
C -4.32566 0.35033 4.02013
H 6.10303 2.91145 -4.80007
H -6.16311 -0.01984 5.13789
H 3.58681 -0.14805 0.02386
O -2.74801 -3.25220 -2.91990
H 3.28006 -1.61022 0.75061
O 1.70816 -0.06528 -1.58541
P -1.22766 -0.91567 -0.36974
C -4.53956 0.18940 2.53587
H 5.05060 4.22131 -2.92241
C -5.53163 0.80262 4.80912
H 2.36358 -1.33771 -3.02578
O -3.40850 1.41547 4.30444
O 2.16138 0.89734 2.24500
*
```

***

2.
# C19H39CaCl6F3N4NaO6

C19H39CaCl6F3N4NaO6 as an isolated structure at a distorted geometry (wB97M-V/def2-TZVPD, the OMol25 dataset).

E_LUMO: -5.82 eV
Gap between HOMO and LUMO: 1.53 eV
HOMO level: -7.354 eV

The geometry in ORCA input format:
```
! RIJCOSX wB97M-V def2-TZVPD def2/J DEFGRID3
* xyz 1 1
O 7.38176 -0.01606 0.11337
H -3.00435 2.93334 -5.47513
H -6.81243 2.99671 -0.79881
O 1.13716 -5.61657 -1.16859
H -5.11707 3.69544 -6.00319
C 5.85208 -3.58765 6.12890
H 4.79499 -3.78348 6.32571
H -4.65395 4.36812 -0.84902
C -3.57739 3.19939 -4.57428
H -3.99884 0.38320 1.25158
Cl -0.81047 -6.33568 1.48662
C -4.88007 4.60829 -1.89338
H -7.61109 4.08431 -1.93582
N 3.81560 1.03411 -1.03834
O 6.60916 -3.14892 3.90726
C -4.52525 0.85320 -4.63461
C -5.98375 3.87253 -4.04891
N 0.77527 -2.86926 2.64242
H -0.06989 -2.30703 2.79704
C -3.24224 -0.28298 1.67701
C 5.99411 -2.74205 4.89167
H 5.82994 1.79885 -1.31471
H 0.54465 -3.67946 2.05545
H -7.50129 2.35847 -2.30313
H 1.14038 -3.19376 3.54560
H 1.75864 0.64708 -0.45802
H -2.57846 0.43930 -2.73530
H 5.79055 -0.77252 5.70316
C -2.17929 -5.31805 2.00156
C 6.04304 -0.31793 -0.49449
H 5.35512 1.65146 0.50456
H 2.84122 1.52319 0.93982
H 7.81263 -0.92707 0.28264
N 3.19182 -0.42098 2.03859
Na 8.41875 -3.35403 4.25639
N -4.87056 2.17839 -2.67270
C -2.49311 1.38335 -3.28419
H -3.73628 -1.21238 1.97510
F 6.42117 -2.43903 -1.79994
H -3.31610 0.72866 3.57715
H -4.51260 5.05910 -5.08966
H 1.48583 -2.29666 2.17180
H 6.31009 -3.07921 6.98107
F 7.72742 -0.51333 -2.47625
H -1.98237 1.26641 2.54227
Cl -3.71088 -6.13820 1.60642
H -3.93777 4.88045 -2.37794
H -1.85228 1.18127 -4.15250
H 5.53854 -0.88258 3.94688
H -1.96342 2.10503 -2.65110
O 3.04822 -0.61969 0.69258
C -6.95845 3.20507 -1.86536
H 5.56275 -1.12797 0.21414
F 5.34452 -0.66556 -3.01175
Cl -2.08806 -5.04544 3.75994
H -2.91517 3.86177 -4.00313
C -3.87849 1.92976 -3.73548
C -4.80067 4.00420 -4.99994
H -5.48244 1.18369 -5.04815
H 0.97126 -5.88950 -0.28473
C -2.56355 0.39409 2.85719
H -3.87543 0.59612 -5.48021
H -5.50641 5.51001 -1.88179
C -5.61453 3.44876 -2.60423
Ca 8.43486 -2.59171 7.26634
H 6.36302 -4.54414 5.97544
C 2.82974 0.71708 0.06433
C 5.35477 -1.37934 4.90553
Cl -1.47222 -0.71093 3.72971
H -6.67523 3.13258 -4.47244
H -4.71284 -0.06910 -4.07531
O 4.34583 -0.12260 2.30049
C 6.37753 -0.94384 -1.98776
C 5.23967 1.11513 -0.53448
O -4.50629 1.69104 -1.42619
H 4.27555 -1.47683 5.04770
Cl -2.09517 -0.66156 0.36790
H -6.54376 4.81692 -4.04375
Cl -2.10776 -3.75281 1.15341
*
```

***

3.
# C19H39CsGeOSbSe4Si3

C19H39CsGeOSbSe4Si3 as an isolated structure at a distorted geometry (wB97M-V/def2-TZVPD, the OMol25 dataset).

E_LUMO (spin up / spin down): 3.28 / 2.96 eV
Energy above the lowest of the compared OMol25 structures with the same formula, charge and spin: 19.1 kcal/mol
Gap between HOMO and LUMO (spin up / spin down): 4.58 / 4.26 eV
HOMO level (spin up / spin down): -1.303 / -1.301 eV

The geometry in ORCA input format:
```
! RIJCOSX wB97M-V def2-TZVPD def2/J DEFGRID3
* xyz -2 2
C -2.05404 1.80731 4.21284
H -2.06928 0.73533 4.42635
H -4.37790 0.92394 -0.11215
H -1.51748 -0.52014 -1.55121
O -1.15294 -3.76382 -0.11193
H 1.11111 1.00883 4.81854
C 0.76265 -2.77821 -2.18498
C 1.35386 -1.17442 -5.57452
Cs -0.51167 -2.98113 2.38671
C -0.58150 4.17179 3.03767
Se -0.55321 -2.65790 5.57940
H -2.62393 0.60416 -2.36063
H 1.45327 0.94346 -1.98465
Si 1.82645 1.89726 0.32274
H 0.94632 3.87889 -0.96213
C -3.56678 0.86376 0.62152
C -1.72142 0.53810 -1.74288
C 1.75085 3.73058 -0.23688
H -3.21351 -3.58835 -3.22044
H 1.90546 2.46296 4.21632
C 1.51934 -2.87261 -0.89436
H 1.55667 4.39182 0.61060
H -1.40618 4.39520 2.35619
Sb 1.85263 -3.32172 5.35158
C -1.11167 -3.33093 -3.64370
C -0.50190 -2.62229 -4.66372
H -2.92561 2.04403 3.59666
H 2.57681 -0.05849 -1.05814
H -0.99591 -2.55380 -5.62746
H -1.43019 3.73860 -1.11959
Si -0.43644 2.28224 3.33451
Se 2.59212 -2.62652 3.05982
H 3.13808 1.45465 -1.79067
C 1.34192 -2.09230 -3.24336
H 3.41400 0.75199 1.86849
H 1.43919 -0.13110 -5.26574
H 1.25176 -3.76328 -0.33252
H -2.40628 -5.05754 -3.77240
Si -1.90593 1.48281 -0.09020
C 3.35092 1.75896 1.44644
H 2.30277 -1.61389 -3.08756
Se 2.06414 -5.78905 5.55560
H -1.86903 -4.88026 -1.59957
H 3.28705 2.45905 2.28319
H -3.86018 1.45318 1.49407
Se 3.21041 -2.21994 7.11181
H -0.75876 4.71412 3.97437
H 1.30737 -2.00471 -0.26438
H -3.14824 3.34219 -1.29424
H -2.51360 3.89972 0.26166
C -0.49366 -3.38604 -2.37960
C 2.29390 0.97350 -1.28515
H 0.33390 4.56600 2.58996
H 2.69049 4.04837 -0.70478
H -2.16062 2.33740 5.16484
H 0.73487 2.57897 5.53848
C -2.28880 3.28757 -0.61543
H 2.36037 -1.53774 -5.78880
H 4.28301 1.96299 0.90868
Ge -0.09247 0.90530 1.38492
H -2.77772 -3.77210 -4.92086
C 0.95989 2.06858 4.59645
H -0.88550 0.93013 -2.32993
C -2.45359 -3.97400 -3.90115
C -1.20433 -4.05372 -1.28770
H 2.59202 -2.89087 -1.08359
C 0.71877 -1.98152 -4.47725
H -3.47751 -0.17704 0.94454
H 0.76540 -1.21828 -6.49069
*
```

***

4.
# C19H40AuGeN2O4S

C19H40AuGeN2O4S as an isolated structure (wB97M-V/def2-TZVPD, the OMol25 dataset).

E_LUMO (spin up / spin down): -7.82 / -8.29 eV
Energy above the lowest of the compared OMol25 structures with the same formula, charge and spin: 0.0 kcal/mol
Gap between HOMO and LUMO (spin up / spin down): 7.13 / 6.65 eV
HOMO level (spin up / spin down): -14.948 / -14.947 eV

The geometry in ORCA input format:
```
! RIJCOSX wB97M-V def2-TZVPD def2/J DEFGRID3
* xyz 2 2
H -2.82064 1.41214 4.06929
H -4.75501 2.10067 0.90810
H -2.67299 4.53285 -3.66769
H -1.40626 -1.66591 -2.13021
H -4.73840 3.07011 -4.76680
Ge 1.70713 0.05285 -0.10066
N -4.20477 1.69067 -3.19953
H 0.90593 4.29310 1.74337
C -3.55714 1.85331 3.40009
C -2.93495 2.23579 2.06089
H 1.84182 -1.09833 -3.98848
H 1.04171 3.47084 0.18827
H -4.36389 1.13711 3.24728
C 1.78256 -0.63137 -3.00515
H 1.03315 -3.49873 2.05887
H 4.37227 -3.49227 0.26852
O 1.54969 -1.64019 0.29951
H 3.75053 -0.91451 1.78822
H -3.96430 2.74801 3.87145
C -3.08472 3.57729 -3.39748
H 2.30831 -1.29656 -2.31521
C 0.32071 -0.45962 -2.61944
C 2.57105 -2.50060 0.91311
C 0.60540 3.40504 1.18789
H 2.95326 2.91456 2.61508
C 3.62173 -2.81417 -0.13698
H 4.13771 -1.90334 -0.45655
H -0.48417 3.42146 1.10839
S -3.17148 0.39803 -1.07810
C -0.36427 -1.79683 -2.42139
H -5.89066 0.58339 -2.60781
O 0.63739 0.98444 1.08337
H 3.06004 2.27349 0.98362
H 3.16801 -3.29221 -1.00590
N -2.60324 2.83636 -2.33161
H 0.05514 1.41407 -3.66208
C -0.38825 0.41800 -3.62969
O -2.35867 0.99789 1.62031
C -4.09083 2.86062 -3.93389
H -4.66105 -0.32985 -3.52113
H 2.29517 0.33112 -3.06876
H -1.85367 3.11090 -1.71834
H -3.52180 3.15162 0.17869
C 0.48057 1.96751 3.27620
H 0.14770 -2.38641 -1.66214
H 2.38329 -1.46563 2.80096
C -5.17936 0.62316 -3.43067
C 1.80506 -3.74580 1.33091
H -5.70688 0.83658 -4.35470
H -4.41635 3.69809 1.58793
H 0.70085 2.84021 3.89103
H -1.44911 0.49441 -3.39988
C -3.29234 1.69286 -2.22322
H 2.95147 1.17244 2.39270
H 3.84749 -2.44186 2.65095
C 1.08494 2.15361 1.89890
H 0.90420 1.08941 3.76308
H -0.29752 -0.02637 -4.62054
O 0.31507 0.28435 -1.31613
H 2.49180 -4.46098 1.78297
C -3.96660 2.82197 1.12066
H 1.33898 -4.21735 0.46616
H -0.59744 1.83957 3.21751
H -2.14003 2.96627 2.23581
C 3.16683 -1.78405 2.11130
H -0.34634 -2.35135 -3.36021
C 2.60182 2.11325 1.96472
Au -1.22834 0.80248 0.06231
*
```

***

no.,calculated total energy (Ha)
1,-3011.073402
2,-5317.537182
3,-13634.310648
4,-3768.671818